# 1
Entry from OMol25: a molecular structure, C28H24CaF3N5O4S2 (ωB97M-V/def2-TZVPD).

HOMO = -7.71 eV
Frontier orbital gap = 6.93 eV
Relative energy (zero: lowest compared OMol25 entry of this formula, charge and spin) = 0.000 eV

Geometry as XYZ:
```
67
Properties=species:S:1:pos:R:3:forces:R:3
Ca 1.377 0.866 -1.573 -0.0493 -0.7884 0.2021
N 1.550 -9.685 -0.848 0.0017 0.0409 -0.0013
C 1.533 -8.541 -0.964 -0.0005 -0.2216 0.0151
C 1.508 -7.115 -1.108 0.0009 0.1724 -0.0010
C 1.314 -6.548 -2.366 0.0035 0.0224 0.0326
C 1.283 -5.170 -2.498 0.0026 -0.0058 -0.0287
C 1.455 -4.352 -1.387 0.0080 -0.0089 0.0215
C 1.656 -4.926 -0.135 -0.0070 0.0073 0.0077
C 1.678 -6.302 0.011 -0.0088 0.0088 -0.0488
C 1.430 -2.862 -1.525 -0.0289 -0.0289 -0.0065
C 2.687 -2.258 -1.469 0.1051 -0.0137 0.0043
C 3.930 -2.965 -1.434 -0.0379 0.0064 -0.0013
C 4.931 -2.029 -1.447 0.0006 -0.0022 0.0428
C 4.279 -0.774 -1.475 -0.0060 0.0354 -0.0096
N 2.960 -0.890 -1.495 -0.3184 0.0901 -0.0377
C 0.146 -2.314 -1.706 -0.0900 -0.0017 0.0605
C -1.058 -3.071 -1.773 0.0493 -0.0102 -0.0159
C -2.080 -2.186 -2.030 -0.0466 -0.0017 0.0530
C -1.475 -0.915 -2.091 0.0038 0.0222 0.0321
N -0.162 -0.972 -1.894 0.3712 0.2881 -0.0827
H 1.188 -7.186 -3.229 -0.0001 -0.0052 0.0008
H 1.128 -4.721 -3.471 -0.0005 0.0046 0.0081
H 1.794 -4.285 0.727 -0.0008 -0.0007 -0.0064
H 1.828 -6.750 0.983 0.0007 -0.0071 -0.0038
H 4.045 -4.037 -1.423 -0.0058 0.0059 0.0000
H 5.995 -2.197 -1.439 -0.0061 0.0008 0.0034
H 4.751 0.201 -1.480 -0.0094 -0.0043 -0.0122
H -1.144 -4.138 -1.650 0.0095 0.0063 -0.0108
H -3.127 -2.408 -2.161 0.0069 0.0071 0.0062
H -1.971 0.031 -2.268 0.0061 0.0102 -0.0237
C -3.585 0.321 0.774 -0.0333 0.0206 -0.0196
C -2.435 -0.422 1.438 0.0096 -0.0210 0.0283
C -1.791 0.368 2.571 -0.0095 0.0180 0.0207
N -1.303 1.680 2.145 -0.0103 -0.0398 -0.0940
C -0.128 1.889 1.571 0.0325 0.1206 0.1472
S 0.976 0.636 1.317 0.1034 0.0482 -0.2478
N 0.216 3.167 1.183 0.1062 -0.0797 0.0415
C -0.409 4.413 1.349 -0.1764 0.0256 -0.1131
O -0.122 5.311 0.599 0.0136 -0.0080 0.0177
C -1.376 4.603 2.471 0.0601 0.0081 0.0598
C -2.600 5.205 2.203 -0.0044 0.0195 0.0013
C -3.494 5.434 3.239 -0.0079 0.0080 -0.0221
C -3.152 5.090 4.539 -0.0019 -0.0008 0.0152
C -1.917 4.514 4.810 -0.0048 -0.0019 0.0181
C -1.031 4.260 3.776 -0.0167 -0.0204 -0.0230
H -4.077 -0.309 0.034 0.0071 -0.0037 -0.0093
H -3.239 1.218 0.255 0.0092 -0.0044 0.0114
H -4.339 0.629 1.504 0.0077 -0.0208 -0.0078
H -1.671 -0.682 0.703 0.0028 0.0081 -0.0178
H -2.792 -1.366 1.858 0.0073 0.0087 0.0081
H -0.953 -0.180 2.997 -0.0028 -0.0068 0.0031
H -2.514 0.557 3.367 -0.0205 0.0091 -0.0109
H -1.931 2.460 2.259 0.0006 0.0241 0.0211
H 1.044 3.224 0.594 -0.0510 -0.0122 -0.0040
H -2.839 5.495 1.188 0.0103 -0.0052 0.0043
H -4.453 5.892 3.033 0.0090 -0.0050 -0.0019
H -3.847 5.279 5.347 0.0077 -0.0015 -0.0024
H -1.647 4.263 5.827 0.0047 -0.0018 -0.0095
H -0.070 3.801 3.978 -0.0046 0.0051 -0.0010
F -0.283 3.921 -2.527 0.0399 0.0443 -0.0250
C 0.843 4.529 -2.951 0.0479 -0.0402 0.0051
F 0.988 5.669 -2.295 -0.0508 -0.0516 -0.0344
F 0.721 4.779 -4.251 -0.0273 -0.0148 0.0636
S 2.275 3.416 -2.642 -0.0361 0.2750 -0.0002
O 1.942 2.206 -3.398 -0.0765 -0.0859 -0.3267
O 3.431 4.143 -3.031 0.0704 0.0171 0.0003
O 2.131 3.084 -1.214 0.0308 0.1368 0.3037
```
Forces are in eV/Å.

In the Mulliken picture, each atom carries the following charge in e: number 1, Ca, carries 1.9201; number 2, N, carries -0.5236; number 3, C, carries -0.1028; number 4, C, carries 0.6051; number 5, C, carries -0.8456; number 6, C, carries 0.0570; number 7, C, carries -0.8806; number 8, C, carries 0.1284; number 9, C, carries -0.8912; number 10, C, carries 0.7771; number 11, C, carries 0.0140; number 12, C, carries -0.6160; number 13, C, carries -1.0680; number 14, C, carries -0.3941; number 15, N, carries 0.1222; number 16, C, carries 0.0668; number 17, C, carries -0.5107; number 18, C, carries -1.0672; number 19, C, carries -0.7116; number 20, N, carries -0.2260; number 21, H, carries 0.4583; number 22, H, carries 0.4921; number 23, H, carries 0.5291; number 24, H, carries 0.4471; number 25, H, carries 0.4798; number 26, H, carries 0.4179; number 27, H, carries 0.4989; number 28, H, carries 0.5283; number 29, H, carries 0.4612; number 30, H, carries 0.5438; number 31, C, carries -1.2693; number 32, C, carries 0.7287; number 33, C, carries -1.6105; number 34, N, carries 0.1952; number 35, C, carries 0.1795; number 36, S, carries -0.2752; number 37, N, carries 0.2872; number 38, C, carries 0.0930; number 39, O, carries -0.5349; number 40, C, carries -0.1771; number 41, C, carries -0.2245; number 42, C, carries -0.6477; number 43, C, carries -0.4110; number 44, C, carries -0.6841; number 45, C, carries 0.2458; number 46, H, carries 0.3645; number 47, H, carries 0.2418; number 48, H, carries 0.3814; number 49, H, carries -0.3660; number 50, H, carries 0.3862; number 51, H, carries 0.5319; number 52, H, carries 0.4548; number 53, H, carries 0.2071; number 54, H, carries 0.1629; number 55, H, carries 0.4551; number 56, H, carries 0.4093; number 57, H, carries 0.4037; number 58, H, carries 0.4257; number 59, H, carries 0.4131; number 60, F, carries -0.2340; number 61, C, carries 0.6901; number 62, F, carries -0.1960; number 63, F, carries -0.2112; number 64, S, carries 1.2525; number 65, O, carries -0.8898; number 66, O, carries -0.6179; number 67, O, carries -0.8705

# 2
Entry from OMol25: a molecular structure, C22H51N3NbO8 (ωB97M-V/def2-TZVPD).

HOMO = -4.77 eV
Charge = -1
Frontier orbital gap = 6.69 eV

Geometry as XYZ:
```
85
Properties=species:S:1:pos:R:3:forces:R:3
C -4.361 2.926 1.180 0.0947 -0.2072 -0.3479
C -4.760 2.095 -0.031 -0.4307 0.3718 0.4588
O -5.900 1.700 -0.113 -0.0488 -0.4567 -0.1789
O -3.835 1.887 -0.974 0.3289 -0.0253 0.3685
C -3.669 0.472 -1.329 -0.7974 -0.6652 0.6639
Nb -2.177 -0.644 0.042 1.3388 2.9372 0.3237
C -0.598 -0.965 -1.574 0.4433 -0.7313 0.2347
C 0.708 -1.720 -1.166 -0.1765 0.0016 -0.5163
C 0.475 -3.004 -0.389 0.2656 0.2759 0.1901
N 1.169 -3.103 0.834 -0.7498 0.2739 -0.1950
O -0.213 -3.902 -0.810 0.0354 -0.3074 -0.1806
N -1.445 1.196 0.636 -0.6398 -2.3959 -1.5218
C -0.463 1.696 0.014 0.3373 0.1199 0.4683
C 0.950 1.450 0.532 -0.2979 -0.2692 -0.4192
C -0.581 2.583 -1.206 0.3044 0.7173 0.4305
O -2.997 -2.496 -0.442 0.3538 0.4664 -0.7804
C -3.586 -2.549 -1.570 -0.7931 0.2282 0.8655
N -4.293 -2.509 -2.493 0.4567 -0.3195 -0.3161
H -3.295 2.904 1.385 0.0558 0.1273 -0.2207
H -4.892 2.515 2.034 -0.0931 -0.0552 -0.0261
H -4.721 3.945 1.031 0.1674 0.0978 -0.0057
H -3.253 0.420 -2.340 0.1168 0.2130 0.0071
H -4.662 0.024 -1.378 0.0132 0.0391 -0.1985
H -3.517 -0.477 1.306 0.0121 -0.0660 0.0878
H -1.199 -1.431 1.403 -0.6228 -0.2624 0.3453
H -0.297 -0.066 -2.120 -0.0201 0.0656 0.0389
H -1.069 -1.611 -2.329 -0.2054 0.0943 0.0520
H 1.191 -2.042 -2.097 0.2059 -0.0908 0.1005
H 1.434 -1.086 -0.663 -0.0722 0.0159 0.1944
H 0.747 -3.841 1.385 0.0392 -0.1516 -0.0582
H 1.014 -2.230 1.329 0.3878 0.0312 0.0754
H 1.581 1.167 -0.314 0.1376 0.1306 0.0470
H 1.370 2.330 1.018 -0.0316 0.1077 -0.0547
H 0.909 0.616 1.228 0.0657 0.0570 0.1295
H 0.180 3.369 -1.124 0.0345 -0.0653 -0.0579
H -0.372 2.048 -2.130 -0.1028 -0.2155 0.0410
H -1.541 3.087 -1.245 -0.2189 -0.3065 -0.0498
C 5.449 -3.467 0.062 -0.1944 -0.1726 0.0508
C 4.961 -2.408 -0.913 0.2957 0.0432 0.2544
C 6.119 -1.606 -1.492 -0.0549 0.0972 -0.1205
O 4.035 -1.541 -0.266 -0.1280 0.1094 -0.2047
H 5.968 -3.004 0.902 0.1242 0.0412 -0.0662
H 4.605 -4.030 0.464 -0.0345 0.0107 -0.0900
H 6.138 -4.164 -0.422 0.0240 0.0212 0.0195
H 4.407 -2.884 -1.723 -0.1147 0.0554 0.0215
H 6.660 -1.088 -0.695 0.0376 -0.0916 0.0448
H 5.750 -0.850 -2.186 -0.0204 -0.0441 -0.0190
H 6.823 -2.252 -2.020 0.0066 0.0037 0.0203
H 4.493 -1.107 0.460 0.0363 -0.0199 0.0550
C 9.526 -4.663 2.112 -0.0796 -0.0722 -0.1080
C 9.584 -3.220 1.634 0.0459 -0.0860 0.3963
C 10.665 -2.432 2.360 0.0144 0.1256 -0.0844
O 8.315 -2.593 1.805 0.0477 0.0821 -0.1907
H 9.284 -4.703 3.178 0.0719 0.0363 0.0259
H 8.746 -5.210 1.580 0.0213 0.0188 -0.0309
H 10.478 -5.171 1.955 -0.0012 0.0052 0.0201
H 9.780 -3.201 0.561 -0.0936 0.0518 -0.0391
H 10.460 -2.402 3.433 0.0118 -0.0851 0.0127
H 10.691 -1.402 2.004 0.0042 -0.0231 -0.0367
H 11.649 -2.879 2.210 -0.0075 -0.0064 0.0187
H 8.109 -2.594 2.746 -0.0114 -0.0097 0.0438
C -7.670 -2.529 0.298 0.0288 -0.0937 0.1015
C -8.522 -1.318 0.652 0.2914 0.0815 -0.3023
C -9.087 -0.659 -0.599 -0.1539 0.0671 -0.0132
O -7.765 -0.375 1.397 -0.1677 -0.1463 0.1173
H -6.818 -2.234 -0.318 -0.0437 0.0222 -0.0644
H -7.271 -2.994 1.200 -0.0361 0.0109 0.0178
H -8.251 -3.273 -0.252 0.0200 0.0081 -0.0158
H -9.344 -1.627 1.303 0.0096 0.0415 0.0721
H -8.276 -0.304 -1.238 0.0405 -0.0666 0.0049
H -9.695 0.206 -0.332 -0.0102 -0.0252 0.0280
H -9.701 -1.357 -1.173 0.0194 -0.0001 -0.0084
H -7.032 -0.085 0.838 0.0871 0.2372 0.0571
C -1.457 6.676 -1.615 0.0235 -0.1181 -0.0954
C -2.550 6.245 -0.648 0.2469 0.2771 0.1104
C -3.154 7.436 0.080 -0.1309 -0.0468 0.0583
O -2.037 5.302 0.288 -0.1194 -0.1230 -0.0617
H -0.640 7.165 -1.075 -0.0476 0.0673 0.0270
H -1.037 5.809 -2.127 -0.0482 -0.0068 -0.0097
H -1.840 7.372 -2.364 0.0116 0.0069 0.0134
H -3.333 5.719 -1.197 0.0081 -0.1075 0.0497
H -2.390 7.949 0.673 0.0461 0.0245 -0.0672
H -3.934 7.108 0.767 -0.0138 -0.0203 -0.0383
H -3.585 8.153 -0.621 0.0168 0.0043 0.0076
H -1.337 5.730 0.792 0.0264 0.0341 0.0225
```
Forces are in eV/Å.

In the Mulliken picture, each atom carries the following charge in e: number 1, C, carries -0.7966; number 2, C, carries 0.7479; number 3, O, carries -0.6727; number 4, O, carries -0.2224; number 5, C, carries -0.8629; number 6, Nb, carries -0.5860; number 7, C, carries -0.9245; number 8, C, carries 0.1014; number 9, C, carries 0.4174; number 10, N, carries -0.4403; number 11, O, carries -0.6324; number 12, N, carries -0.7705; number 13, C, carries 1.2667; number 14, C, carries -1.3630; number 15, C, carries -0.8481; number 16, O, carries -0.6538; number 17, C, carries 0.7662; number 18, N, carries -0.6562; number 19, H, carries 0.1185; number 20, H, carries 0.3370; number 21, H, carries 0.2211; number 22, H, carries 0.2422; number 23, H, carries 0.7395; number 24, H, carries 0.0529; number 25, H, carries -0.0017; number 26, H, carries 0.3465; number 27, H, carries 0.6366; number 28, H, carries 0.3550; number 29, H, carries -0.3016; number 30, H, carries 0.3078; number 31, H, carries 0.2086; number 32, H, carries 0.2793; number 33, H, carries 0.4710; number 34, H, carries 0.3030; number 35, H, carries 0.4653; number 36, H, carries 0.3117; number 37, H, carries -0.0158; number 38, C, carries -1.1187; number 39, C, carries 0.4808; number 40, C, carries -1.3631; number 41, O, carries -0.4087; number 42, H, carries 0.1454; number 43, H, carries 0.3378; number 44, H, carries 0.3858; number 45, H, carries 0.2462; number 46, H, carries 0.2918; number 47, H, carries 0.3463; number 48, H, carries 0.3852; number 49, H, carries 0.2782; number 50, C, carries -1.2755; number 51, C, carries 0.4373; number 52, C, carries -1.3172; number 53, O, carries -0.4909; number 54, H, carries 0.3450; number 55, H, carries 0.3014; number 56, H, carries 0.3787; number 57, H, carries 0.2514; number 58, H, carries 0.3517; number 59, H, carries 0.3178; number 60, H, carries 0.3769; number 61, H, carries 0.3117; number 62, C, carries -0.9755; number 63, C, carries 0.3378; number 64, C, carries -1.1974; number 65, O, carries -0.5195; number 66, H, carries 0.0959; number 67, H, carries 0.3038; number 68, H, carries 0.3679; number 69, H, carries 0.3044; number 70, H, carries 0.2663; number 71, H, carries 0.3036; number 72, H, carries 0.3936; number 73, H, carries 0.3312; number 74, C, carries -1.3645; number 75, C, carries 0.5673; number 76, C, carries -1.3933; number 77, O, carries -0.4003; number 78, H, carries 0.3430; number 79, H, carries 0.2912; number 80, H, carries 0.4053; number 81, H, carries 0.2689; number 82, H, carries 0.3491; number 83, H, carries 0.3124; number 84, H, carries 0.3924; number 85, H, carries 0.2742

# 3
Entry from OMol25: 2 unconnected molecules or ions with the total composition C3H10NO2 (ωB97M-V/def2-TZVPD).

HOMO = -15.37 eV
Charge = +1
Frontier orbital gap = 12.27 eV
Relative energy (zero: lowest compared OMol25 entry of this formula, charge and spin) = 0.763 eV

Geometry as XYZ:
```
16
Properties=species:S:1:pos:R:3:forces:R:3
C 2.932 -0.117 -0.375 -1.4680 0.9968 -1.4065
C -2.406 -0.096 0.600 -0.1572 -1.2188 3.3358
C 1.340 -0.107 -0.141 3.9537 -0.5742 -0.2421
N -1.922 0.476 -0.617 -1.0037 1.4436 -1.6985
O 0.895 -0.425 1.056 1.2702 0.1696 2.7919
O 0.555 0.097 -1.027 -0.4782 0.3627 -0.5702
H 3.381 -0.863 0.262 0.1310 -0.4881 -0.1457
H 3.177 -0.235 -1.523 -0.6083 0.1123 2.5383
H 3.343 0.856 -0.019 -0.4145 -0.5086 -0.4052
H -3.343 -0.718 0.518 1.0367 0.7525 -0.3893
H -1.529 -0.789 0.892 -1.7571 1.1146 0.4079
H -2.657 0.736 1.338 0.7980 -1.3514 -0.6803
H -2.087 -0.260 -1.295 -0.1943 0.4440 -0.9323
H -2.443 1.379 -0.864 1.2271 -1.6846 0.0176
H 1.598 -0.431 1.825 -1.6976 -0.0447 -2.4298
H -0.834 0.496 -0.631 -0.6377 0.4742 -0.1917
```
Forces are in eV/Å.

In the Mulliken picture, each atom carries the following charge in e: number 1, C, carries -1.0318; number 2, C, carries -0.7119; number 3, C, carries 0.8336; number 4, N, carries -0.2500; number 5, O, carries -0.4781; number 6, O, carries -0.6481; number 7, H, carries 0.3664; number 8, H, carries 0.2841; number 9, H, carries 0.3341; number 10, H, carries 0.3184; number 11, H, carries 0.2436; number 12, H, carries 0.2872; number 13, H, carries 0.3777; number 14, H, carries 0.3627; number 15, H, carries 0.3709; number 16, H, carries 0.3410